Computed, not measured: a 11-piece molecular cluster, C78H164BrN9O4 overall in a non-equilibrium geometry, with ωB97M-V/def2-TZVPD.

The value obtained for the max |F| is 5.46 eV Å⁻¹. The value obtained for the lowest unoccupied orbital energy is -10.233 eV. The calculation puts the HOMO energy at -16.5 eV. As for the charge: +6. Its gap between HOMO and LUMO is 6.225 eV. For the electronic energy, the calculation gives -175123.6425 eV.

Each line ends with the Löwdin charge.
Atoms and positions in Å:
C (-0.43, -1.05, 1.34)  -0.051
C (-1.60, -0.79, 0.68)  -0.360
C (-1.61, -0.17, -0.70)  -0.334
O (-2.68, -0.20, -1.51)  -0.119
C (-0.50, 0.44, -1.18)  -0.062
C (0.77, 0.36, -0.50)  -0.328
C (0.80, -0.41, 0.91)  -0.378
O (1.76, -0.39, 1.67)  -0.017
O (1.84, 0.77, -1.02)  -0.063
O (-2.63, -0.96, 1.46)  -0.069
H (-0.28, -1.54, 2.29)  0.096
H (-0.52, 0.96, -2.13)  0.084
C (-5.45, -1.60, 4.60)  -0.080
C (-4.12, -1.36, 5.31)  -0.237
C (-3.60, 0.06, 5.45)  -0.108
N (-2.13, 0.17, 5.93)  -0.168
C (-1.91, -0.19, 7.42)  0.035
C (-1.66, 1.73, 5.91)  -0.097
C (-0.99, 1.96, 4.63)  -0.174
C (-0.17, 0.68, 4.58)  -0.177
C (-1.15, -0.45, 4.89)  -0.104
H (-5.27, -1.77, 3.54)  0.044
H (-6.16, -0.79, 4.70)  0.078
H (-5.86, -2.53, 4.99)  0.095
H (-3.41, -2.00, 4.77)  0.070
H (-4.29, -1.71, 6.32)  0.115
H (-4.18, 0.73, 6.09)  0.137
H (-3.56, 0.59, 4.50)  0.117
H (-0.88, -0.02, 7.73)  0.091
H (-2.17, -1.25, 7.53)  0.065
H (-2.52, 0.52, 7.98)  0.112
H (-0.95, 1.93, 6.71)  0.134
H (-2.54, 2.35, 6.02)  0.136
H (-0.32, 2.82, 4.71)  0.133
H (-1.62, 1.86, 3.75)  0.105
H (0.69, 0.75, 5.25)  0.109
H (0.19, 0.48, 3.57)  0.086
H (-0.67, -1.37, 5.23)  0.031
H (-1.70, -0.72, 3.99)  0.102
C (1.71, -1.45, -4.62)  -0.078
C (2.67, -1.20, -3.45)  -0.220
C (4.08, -1.85, -3.67)  -0.087
N (5.04, -1.44, -2.54)  -0.216
C (5.26, 0.11, -2.59)  0.057
C (4.48, -1.84, -1.16)  -0.138
C (5.67, -2.07, -0.32)  -0.145
C (6.51, -2.90, -1.32)  -0.116
C (6.26, -2.29, -2.70)  -0.083
H (2.29, -1.04, -5.44)  0.075
H (0.77, -0.92, -4.43)  0.053
H (1.48, -2.49, -4.83)  0.087
H (2.22, -1.62, -2.55)  0.097
H (2.74, -0.15, -3.17)  0.071
H (4.59, -1.39, -4.52)  0.125
H (4.10, -2.89, -3.99)  0.143
H (5.94, 0.36, -1.78)  0.101
H (4.32, 0.57, -2.28)  0.075
H (5.64, 0.42, -3.56)  0.098
H (3.65, -1.35, -0.65)  0.127
H (4.02, -2.80, -1.41)  0.130
H (6.18, -1.20, 0.08)  0.116
H (5.33, -2.68, 0.52)  0.119
H (7.57, -2.92, -1.08)  0.133
H (6.19, -3.94, -1.32)  0.128
H (7.09, -1.66, -3.00)  0.145
H (6.08, -3.04, -3.47)  0.136
C (-1.42, -3.07, -3.27)  -0.078
C (-2.52, -2.56, -4.19)  -0.188
C (-2.09, -1.37, -5.12)  -0.117
N (-3.17, -0.72, -5.98)  -0.209
C (-3.55, -1.63, -7.23)  0.083
C (-2.74, 0.64, -6.54)  -0.089
C (-4.05, 1.53, -6.73)  -0.128
C (-5.13, 0.88, -5.91)  -0.139
C (-4.36, -0.21, -5.10)  -0.074
H (-0.56, -2.48, -2.96)  0.060
H (-0.87, -3.78, -3.89)  0.078
H (-1.90, -3.63, -2.47)  0.054
H (-3.34, -2.13, -3.61)  0.080
H (-2.96, -3.41, -4.71)  0.121
H (-1.31, -1.69, -5.80)  0.125
H (-1.62, -0.57, -4.54)  0.106
H (-2.63, -1.91, -7.75)  0.111
H (-4.20, -1.14, -7.95)  0.107
H (-4.18, -2.43, -6.85)  0.108
H (-2.28, 0.54, -7.52)  0.134
H (-2.13, 1.13, -5.78)  0.086
H (-4.29, 1.55, -7.80)  0.121
H (-4.00, 2.56, -6.37)  0.107
H (-5.71, 0.24, -6.58)  0.118
H (-5.74, 1.60, -5.38)  0.121
H (-5.01, -1.04, -4.83)  0.127
H (-3.84, 0.20, -4.23)  0.112
C (3.88, 5.13, -1.87)  -0.100
C (3.67, 4.73, -0.42)  -0.200
C (4.44, 3.43, -0.11)  -0.124
N (4.51, 3.13, 1.39)  -0.220
C (5.41, 4.20, 2.10)  0.081
C (5.06, 1.67, 1.51)  -0.084
C (4.56, 1.13, 2.86)  -0.134
C (3.32, 1.98, 3.30)  -0.129
C (3.17, 2.94, 2.15)  -0.083
H (3.60, 6.13, -2.21)  0.089
H (3.49, 4.46, -2.64)  0.056
H (4.92, 5.28, -2.14)  0.077
H (2.60, 4.65, -0.27)  0.097
H (4.02, 5.52, 0.25)  0.115
H (5.45, 3.49, -0.52)  0.137
H (3.86, 2.60, -0.50)  0.105
H (5.92, 3.81, 2.97)  0.116
H (4.82, 5.09, 2.31)  0.105
H (6.15, 4.36, 1.31)  0.105
H (6.12, 1.65, 1.26)  0.137
H (4.64, 1.11, 0.68)  0.102
H (5.33, 1.11, 3.63)  0.110
H (4.25, 0.09, 2.83)  0.098
H (3.57, 2.53, 4.20)  0.120
H (2.47, 1.34, 3.56)  0.087
H (2.94, 3.96, 2.46)  0.132
H (2.54, 2.48, 1.38)  0.125
C (-10.30, 1.58, 0.95)  -0.053
C (-8.73, 1.51, 0.68)  -0.198
C (-8.14, 0.13, 1.15)  -0.060
N (-6.70, -0.23, 0.46)  -0.215
C (-5.75, 0.77, 0.97)  -0.005
C (-6.25, -1.66, 0.83)  -0.101
C (-6.52, -2.56, -0.37)  -0.107
C (-6.11, -1.61, -1.54)  -0.154
C (-6.78, -0.35, -1.12)  -0.107
H (-10.63, 0.76, 1.57)  0.080
H (-10.81, 1.68, -0.01)  0.077
H (-10.57, 2.55, 1.36)  0.078
H (-8.25, 2.29, 1.28)  0.095
H (-8.51, 1.71, -0.36)  0.098
H (-8.75, -0.72, 0.86)  0.127
H (-7.97, 0.00, 2.22)  0.126
H (-6.06, 1.78, 0.70)  0.099
H (-4.85, 0.55, 0.40)  0.085
H (-5.73, 0.43, 2.01)  0.106
H (-5.19, -1.68, 1.09)  0.111
H (-6.85, -1.91, 1.71)  0.124
H (-5.81, -3.38, -0.40)  0.098
H (-7.54, -2.94, -0.35)  0.132
H (-5.07, -1.29, -1.55)  0.092
H (-6.38, -2.02, -2.52)  0.125
H (-6.40, 0.55, -1.61)  0.122
H (-7.82, -0.41, -1.43)  0.133
C (-4.28, 3.56, -3.19)  -0.083
C (-2.97, 4.36, -3.31)  -0.178
C (-1.84, 3.84, -2.42)  -0.144
N (-1.89, 4.30, -0.96)  -0.210
C (-1.72, 5.82, -0.93)  0.048
C (-0.69, 3.74, -0.10)  -0.063
C (-1.24, 3.30, 1.33)  -0.141
C (-2.71, 3.51, 1.29)  -0.140
C (-3.06, 3.57, -0.23)  -0.040
H (-4.91, 3.74, -2.32)  0.065
H (-4.13, 2.48, -3.14)  0.066
H (-4.93, 3.78, -4.03)  0.083
H (-3.10, 5.42, -3.52)  0.128
H (-2.45, 3.99, -4.19)  0.093
H (-0.84, 3.88, -2.84)  0.125
H (-1.91, 2.77, -2.22)  0.098
H (-2.50, 6.32, -1.50)  0.101
H (-0.85, 5.99, -1.58)  0.111
H (-1.74, 6.18, 0.10)  0.120
H (0.06, 4.52, -0.05)  0.104
H (-0.19, 2.89, -0.56)  0.093
H (-0.72, 3.91, 2.06)  0.120
H (-1.14, 2.21, 1.37)  0.103
H (-3.03, 4.38, 1.88)  0.126
H (-3.18, 2.66, 1.78)  0.108
H (-3.97, 4.11, -0.50)  0.126
H (-2.99, 2.58, -0.69)  0.116
C (1.36, -2.84, 10.11)  -0.087
C (1.86, -3.26, 8.75)  -0.221
C (2.39, -2.02, 7.91)  -0.074
N (3.16, -2.34, 6.59)  -0.196
C (2.23, -2.86, 5.51)  -0.011
C (4.37, -3.36, 6.76)  -0.024
C (5.59, -2.34, 6.84)  -0.154
C (5.36, -1.40, 5.72)  -0.185
C (3.94, -1.03, 6.04)  -0.098
H (0.54, -2.13, 10.27)  0.083
H (2.20, -2.37, 10.63)  0.078
H (1.22, -3.74, 10.71)  0.094
H (1.03, -3.73, 8.23)  0.063
H (2.52, -4.13, 8.78)  0.106
H (3.03, -1.36, 8.49)  0.124
H (1.54, -1.39, 7.67)  0.115
H (1.51, -2.05, 5.43)  0.073
H (1.75, -3.74, 5.94)  0.070
H (2.81, -3.07, 4.62)  0.092
H (4.52, -4.03, 5.91)  0.125
H (4.27, -4.02, 7.62)  0.121
H (6.59, -2.78, 6.80)  0.132
H (5.60, -1.90, 7.84)  0.130
H (5.37, -1.93, 4.77)  0.119
H (6.06, -0.57, 5.82)  0.134
H (3.31, -0.70, 5.21)  0.098
H (3.92, -0.20, 6.74)  0.132
C (0.16, 2.25, -5.36)  -0.102
C (1.67, 2.59, -5.30)  -0.197
C (2.33, 2.78, -6.76)  -0.028
N (3.87, 3.23, -6.66)  -0.253
C (4.48, 2.84, -7.99)  0.045
C (4.01, 4.68, -6.26)  -0.097
C (5.45, 4.86, -5.83)  -0.108
C (5.99, 3.43, -5.44)  -0.106
C (4.69, 2.55, -5.53)  -0.109
H (-0.47, 3.10, -5.61)  0.082
H (-0.19, 1.86, -4.41)  0.056
H (0.06, 1.48, -6.13)  0.067
H (2.23, 1.86, -4.71)  0.082
H (1.68, 3.52, -4.74)  0.090
H (1.83, 3.54, -7.35)  0.136
H (2.22, 1.88, -7.36)  0.123
H (4.01, 3.52, -8.70)  0.123
H (4.41, 1.76, -8.12)  0.121
H (5.50, 3.22, -8.02)  0.114
H (3.79, 5.27, -7.15)  0.148
H (3.26, 4.82, -5.48)  0.121
H (6.03, 5.46, -6.53)  0.133
H (5.56, 5.45, -4.92)  0.112
H (6.78, 2.97, -6.03)  0.119
H (6.29, 3.35, -4.40)  0.103
H (4.78, 1.49, -5.75)  0.126
H (4.14, 2.73, -4.61)  0.096
C (-3.18, -4.80, -0.30)  -0.080
C (-1.96, -5.66, 0.22)  -0.152
C (-0.83, -4.65, 0.77)  -0.062
N (0.32, -5.44, 1.52)  -0.186
C (-0.16, -6.12, 2.78)  0.018
C (1.37, -4.34, 1.99)  -0.128
C (2.31, -4.15, 0.96)  -0.225
C (2.57, -5.51, 0.34)  -0.116
C (1.24, -6.23, 0.59)  -0.077
H (-2.89, -3.75, -0.23)  0.049
H (-4.15, -4.87, 0.20)  0.072
H (-3.32, -4.89, -1.37)  0.062
H (-1.55, -6.31, -0.55)  0.102
H (-2.31, -6.28, 1.05)  0.100
H (-1.37, -4.10, 1.55)  0.126
H (-0.34, -4.04, 0.01)  0.121
H (-0.65, -5.34, 3.36)  0.050
H (0.55, -6.57, 3.48)  0.117
H (-0.88, -6.90, 2.53)  0.104
H (1.78, -4.61, 2.96)  0.131
H (0.79, -3.44, 2.21)  0.114
H (3.18, -3.59, 1.28)  0.119
H (1.95, -3.39, 0.27)  0.108
H (3.41, -5.92, 0.89)  0.127
H (2.84, -5.57, -0.71)  0.121
H (1.25, -7.29, 0.84)  0.151
H (0.74, -6.17, -0.37)  0.118
Br (-1.42, -3.96, 6.13)  -0.396